Entry i
C5H9FO | ωB97M-V with the def2-TZVPD basis set

Results
- LUMO energy (eV) = 0.907
- E_HOMO (eV) = -8.58

Element x y z (Å)
O 1.60748 -0.30338 -0.37852
C -1.55842 1.48679 0.03218
H -0.44955 -1.63458 -0.41124
C -0.97454 -0.93561 0.22044
H -0.92248 -1.29432 1.23759
H -2.21328 1.42527 0.90621
H -1.13574 2.48871 0.03038
H 3.51992 0.56982 -0.31806
C -0.51848 0.45122 0.02742
F -2.33145 -1.08080 -0.13207
C 2.94516 -0.26815 0.15775
H 3.36175 -1.20788 -0.12483
H -2.19387 1.45152 -0.86653
C 0.77099 0.72702 -0.02651
H 2.93670 -0.13538 1.25871
H 1.23149 1.72338 0.03678


Entry ii
C5H9FO | ωB97M-V with the def2-TZVPD basis set

Results
- LUMO energy (eV) = 0.922
- E_HOMO (eV) = -8.86

Element x y z (Å)
H 2.18015 -0.30268 0.33750
C 1.93886 0.70981 -0.03392
H 0.66883 -0.21497 -2.35718
H -1.96617 0.58165 0.53693
C -2.06221 -0.65462 2.05889
C -1.40131 0.14410 1.23010
H -3.15168 -0.70456 2.06410
H 0.11977 -1.27521 -1.33811
C 0.49626 0.59184 -0.42072
C -0.01454 -0.25572 -1.62023
H 1.97902 1.58457 0.56551
H 2.48885 0.97314 -0.88371
H -1.49554 -1.20074 2.84320
F -0.15472 1.79345 -0.59999
H -1.03235 -0.05758 -1.82763
O -0.01631 0.18565 1.05580


It is entry i that is the most stable of them.


Entry i
C3H5N3OS | ωB97M-V with the def2-TZVPD basis set

Results
- LUMO energy (eV) = -0.300
- E_HOMO (eV) = -8.48

Element x y z (Å)
N 1.63418 -0.97301 -0.03785
H -0.24478 -1.86200 0.01945
H -1.72405 2.24349 -0.18025
N -0.34262 0.20760 -0.03170
N -2.27662 1.42325 0.03005
C 0.28115 -0.90649 0.00001
S -2.66562 -1.18877 -0.02216
O 3.70085 -0.03565 -0.00177
C -1.70808 0.19518 -0.02852
H 2.11114 -1.86645 0.19348
H -3.28130 1.53560 0.11056
C 2.50466 0.13591 -0.03136
H 2.01109 1.09135 -0.01994


Entry ii
C3H5N3OS | ωB97M-V with the def2-TZVPD basis set

Results
- LUMO energy (eV) = 0.189
- E_HOMO (eV) = -8.65

Element x y z (Å)
C 3.76312 0.06481 -0.10596
H 4.66978 -0.56408 -0.36575
C 0.33618 -0.01421 0.20844
C -2.03932 0.89576 -0.08342
N 0.13412 -1.21315 0.17530
O 1.59208 0.55985 0.35058
H 3.89589 1.06045 0.49365
N 2.58740 -0.60338 -0.31036
H -0.88279 -1.37807 -0.27889
N -0.62881 1.00589 -0.15800
H -2.42817 2.00880 -0.06708
H -0.07259 1.93841 -0.43911
S -2.80798 -0.47175 -0.01315


It is entry i that is the most stable of them.


Entry i
C3H5N3OS | ωB97M-V with the def2-TZVPD basis set

Results
- LUMO energy (eV) = 0.660
- E_HOMO (eV) = -8.01

Element x y z (Å)
C 0.57539 -0.59100 -0.09246
H -1.93031 1.03142 0.58575
N -0.96079 1.01480 0.31671
C 0.33749 0.17104 -1.29947
H -1.05667 1.82445 -1.67008
C -0.61975 1.10214 -1.03538
H 0.50006 -0.19345 2.55214
H -0.54476 -1.35654 2.22758
O 1.02265 -0.02709 -2.43072
N -0.39261 -0.36680 2.15494
N -0.30439 -0.09871 0.79866
S 1.71103 -1.78006 0.15354
H 1.66264 -0.73020 -2.26122


Entry ii
C3H5N3OS | ωB97M-V with the def2-TZVPD basis set

Results
- LUMO energy (eV) = 0.259
- E_HOMO (eV) = -8.61

Element x y z (Å)
N -0.57707 -2.14142 0.08827
N 0.11712 -0.33098 -1.30859
H 0.38280 2.31252 0.71069
H -1.10705 1.14291 2.81380
O 1.32662 1.75460 -1.72563
C 0.17641 1.22060 0.35919
N -0.64523 -0.71765 -0.29740
H 0.64958 -2.37966 0.55787
C -0.64613 0.15756 0.78802
C 0.49406 0.87487 -1.03248
H -0.55802 -3.03348 -0.99126
S -1.41818 -0.02800 2.28639
H 1.80509 1.16812 -2.24886


It is entry i that is the most stable of them.


Entry i
CH4N2O2 | ωB97M-V with the def2-TZVPD basis set

Results
- LUMO energy (spin up / spin down) (eV) = 0.943 / -1.202
- E_HOMO (spin up / spin down) (eV) = -5.93 / -10.75
- 2S+1 = 3

Element x y z (Å)
N 0.18592 1.36624 0.29685
H 1.10870 1.36004 0.66564
H -1.47479 1.27979 1.01047
H 0.27087 -1.97714 -1.52630
N 0.57312 -1.06244 -1.05621
C -0.27409 -0.62478 -0.13563
H 1.55288 -0.88809 -1.06724
O -1.33619 -1.00631 0.35276
O -0.60642 1.55268 1.45965


Entry ii
CH4N2O2 | ωB97M-V with the def2-TZVPD basis set

Results
- LUMO energy (spin up / spin down) (eV) = -0.513 / -1.771
- E_HOMO (spin up / spin down) (eV) = -7.81 / -10.49
- 2S+1 = 3

Element x y z (Å)
H 0.28100 -1.55141 -0.34426
H 1.79929 0.27553 -0.70507
H 0.15276 1.12408 -0.17630
N -0.48188 0.23534 1.82250
N 0.31955 0.64242 -1.11231
O -0.82982 -0.51907 0.78502
O -0.09925 1.38779 1.88443
H -0.89344 -1.02644 -1.46332
C -0.24822 -0.56823 -0.69067


It is entry i that is the most stable of them.